Molecular formula: C37H27Br2N7O4SYb
Method: DFT, ωB97M-V with the def2-TZVPD basis set

Structure (XYZ):
```
79
Properties=species:S:1:pos:R:3:lowdin_spin:R:1
Yb 0.194 -0.184 -0.190 1.001
Br 4.463 -7.342 0.656 0.000
Br 0.795 -3.285 0.628 0.000
S -1.890 3.485 -3.176 0.000
O 2.299 -0.714 0.637 0.001
O -1.159 -1.469 -1.359 -0.001
O 1.283 0.729 2.006 0.000
O -2.274 -0.565 3.784 0.000
N 1.357 -6.347 -4.487 0.000
N 0.449 -5.524 -4.738 0.000
N -0.762 -0.956 2.082 -0.001
N -1.683 1.306 0.926 -0.001
N 1.541 -1.546 2.713 0.000
N -1.471 1.247 -1.964 0.000
N 1.453 -1.463 -2.044 -0.001
C 3.410 -6.790 -3.310 0.000
C 1.460 -6.291 -2.005 0.000
C 2.164 -6.573 -0.843 0.000
C 1.306 1.654 -1.463 0.001
C 2.623 3.430 -3.298 0.000
C 2.509 -3.512 -3.594 0.000
C -2.850 1.367 -2.102 0.000
C 0.058 -1.552 3.103 0.000
C 1.251 3.262 -3.345 0.000
C 1.922 -2.834 2.095 0.000
C 2.406 -1.285 3.902 0.000
C -5.552 1.884 -2.473 0.000
C 0.622 2.397 -2.443 0.000
C 2.689 1.887 -1.447 0.000
C -3.278 2.544 -2.733 0.000
C 3.314 -2.556 -3.035 0.000
C -5.134 0.689 -1.878 0.000
C -1.170 -4.050 -3.883 0.000
C -0.771 -2.278 -2.278 0.000
C -1.863 -0.432 2.618 0.000
C 2.933 -3.632 2.514 0.000
C 3.423 -2.109 4.267 0.000
C -4.630 2.816 -2.917 0.000
C 2.741 -1.540 -2.256 0.000
C 0.644 -2.414 -2.575 0.000
C -2.635 0.462 1.671 0.000
C 3.746 -3.305 3.606 0.000
C -3.790 0.417 -1.696 0.000
C 0.170 -4.377 -3.968 0.000
C 2.073 -6.404 -3.254 0.000
C 1.116 -3.489 -3.356 0.000
C -1.644 -3.054 -3.036 0.000
C 4.130 -7.042 -2.154 0.000
C 3.494 -6.944 -0.928 0.000
C 1.750 -0.369 1.709 0.000
C 3.341 2.741 -2.326 0.000
C -0.838 2.243 -2.488 0.000
H 4.416 2.875 -2.257 0.000
H 3.884 -6.887 -4.282 0.000
H -3.200 -0.143 0.968 0.000
H 3.293 1.380 -0.696 0.000
H -2.709 -2.890 -2.914 0.000
H -4.955 3.735 -3.392 0.000
H 3.998 -1.800 5.135 0.000
H 0.420 -5.993 -1.940 0.000
H -0.030 -1.016 4.042 0.000
H -1.149 1.847 1.597 0.000
H 4.556 -3.949 3.924 0.000
H -3.425 -0.513 -1.276 0.000
H -5.879 -0.031 -1.556 0.000
H 0.663 3.785 -4.095 0.000
H 3.123 4.083 -4.002 0.000
H -1.867 -4.662 -4.447 0.000
H 2.936 -4.270 -4.234 0.000
H 5.172 -7.329 -2.203 0.000
H -0.173 -2.594 3.298 0.000
H 3.348 -0.760 -1.814 0.000
H 2.154 -0.358 4.393 0.000
H 1.677 -6.486 0.119 0.000
H -2.191 1.959 0.348 0.000
H 3.086 -4.556 1.964 0.000
H 4.385 -2.567 -3.198 0.000
H -6.611 2.076 -2.605 0.000
H -3.336 1.038 2.268 0.000
```

## Properties
⟨S²⟩: 0.751
Relative energy (zero: lowest compared OMol25 entry of this formula, charge and spin): 3.548 eV
Net charge: -1
Spin multiplicity: 2
Strongest force on any atom: 1.57 eV/A
Energy: -8815.46084 hartree

***

Molecular formula: C25H25N7OS
Method: DFT, ωB97M-V with the def2-TZVPD basis set

Structure (XYZ):
```
59
Properties=species:S:1:pos:R:3:lowdin_charge:R:1
S 1.975 2.748 1.191 1.024
O 0.546 0.196 1.855 0.064
N 1.991 0.522 -0.417 -0.009
N -2.961 2.503 -0.836 0.055
N 3.815 0.977 0.938 0.113
N 0.798 0.689 -1.012 0.179
N -1.563 0.896 1.353 0.143
N 1.737 -1.212 -1.737 0.199
N -2.133 1.078 -2.305 -0.030
C -4.160 0.883 2.494 -0.035
C -3.762 -2.672 1.206 -0.285
C -1.215 0.497 -3.243 -0.120
C -3.908 -0.724 -2.363 -0.013
C 5.777 -2.438 -0.363 -0.079
C -4.302 -1.515 1.755 -0.006
C -1.966 2.243 -1.642 -0.195
C -0.469 -0.709 -2.665 -0.084
C -3.578 -0.338 1.849 -0.214
C -0.230 1.052 1.496 -0.540
C -3.336 0.562 -1.892 -0.264
C -1.709 -1.475 0.826 -0.009
C 5.745 -0.422 0.961 -0.009
C 4.516 -2.178 -0.843 -0.016
C -2.450 -2.641 0.757 -0.048
C -3.829 1.466 -0.993 -0.131
C -2.270 -0.321 1.352 -0.190
C 0.684 -0.373 -1.788 -0.340
C 0.176 2.489 1.170 -0.375
C 6.388 -1.559 0.536 -0.074
C 2.633 1.274 0.529 -0.584
C 4.456 -0.134 0.489 -0.211
C 2.557 -0.650 -0.874 -0.195
C -4.581 -3.924 1.130 -0.053
C 3.848 -1.024 -0.424 -0.081
H -5.161 0.677 2.865 0.080
H -2.001 -3.532 0.343 0.112
H -3.537 1.196 3.331 0.089
H -0.208 3.168 1.932 0.088
H -1.772 0.179 -4.131 0.125
H -2.110 1.709 1.091 0.108
H -4.709 -4.349 2.126 0.083
H -5.316 -1.537 2.129 0.119
H -4.761 1.432 -0.465 0.105
H -3.745 -0.864 -3.431 0.078
H 6.199 0.264 1.658 0.114
H -0.075 -1.324 -3.475 0.123
H -0.501 1.270 -3.539 0.132
H -4.099 -4.669 0.501 0.073
H -4.216 1.714 1.792 0.064
H -4.977 -0.733 -2.167 0.086
H -1.166 -1.326 -2.091 0.105
H -5.571 -3.713 0.730 0.078
H -3.463 -1.566 -1.831 0.068
H 4.023 -2.838 -1.539 0.114
H -0.225 2.771 0.199 0.040
H 6.303 -3.326 -0.680 0.102
H 7.380 -1.782 0.901 0.104
H -1.117 2.877 -1.801 0.121
H -0.689 -1.458 0.476 0.104
```

## Properties
Relative energy (zero: lowest compared OMol25 entry of this formula, charge and spin): 0.000 eV
Net charge: 0
Strongest force on any atom: 1.63 eV/A
Energy: -1824.46898 hartree
SMILES string: Cc1ccc(NC(=O)CSc2nc3ccccc3c3nc(CCn4cncc4C)nn23)c(C)c1